No. 1
86
Properties=species:S:1:pos:R:3:forces:R:3 method="wB97M-V/def2-TZVPD" orbital_gap_ev=5.853 mol_weight_g_mol=641.3 total_charge=+1 total_energy_ha=-2220.75909 spin_multiplicity=1
H -0.490217 -5.913745 1.027978 0.32 0.27 0.14
C -2.836852 1.210442 -7.088906 -0.15 0.10 0.17
H -0.764043 1.613507 -6.601657 -0.33 -0.20 0.17
C -0.509295 4.221809 -2.377848 -0.27 0.27 -0.02
H -1.082667 1.199308 -4.164988 -0.20 0.01 -0.18
H -0.753926 5.997620 -0.357636 0.27 -0.14 0.16
C 3.114797 4.150551 0.809995 0.19 0.11 -0.12
H -3.337227 -2.458056 -0.479519 0.09 -0.20 -0.04
C -0.234365 -3.849735 1.757627 -0.35 0.07 -0.44
H 1.440258 2.367582 -2.951429 0.34 -0.08 0.12
H -4.979695 0.892453 -7.260594 0.33 -0.03 0.16
C 0.780434 -3.114018 2.659066 -0.09 -0.04 -0.11
P -0.465314 -2.802991 0.189691 0.02 -0.35 -0.34
H 1.770405 -3.037902 2.195006 -0.18 0.00 0.16
H -0.876850 3.337124 -2.918992 0.21 0.16 0.22
H 4.108513 4.618837 0.774742 -0.21 0.03 0.25
P 1.160659 2.624969 -0.537370 -0.37 0.58 -0.61
H 4.948420 2.705904 -0.281564 -0.24 -0.06 -0.15
H -3.290104 -4.095501 0.223361 0.13 0.19 -0.29
C -1.582290 -3.922123 2.490294 0.03 -0.11 0.21
C 0.076052 5.288762 -0.185247 -0.39 0.09 0.02
C 3.981298 2.291873 -0.605880 -0.25 0.02 -0.05
H 3.038944 -3.189951 -2.447453 -0.14 0.23 -0.28
C 1.196068 -2.989930 -0.592526 0.23 0.22 -0.22
H 4.107654 4.753838 -1.673224 -0.17 0.01 -0.11
H 3.756294 1.447880 0.051960 0.04 0.04 -0.03
H -2.349026 4.215556 -0.304559 0.11 -0.28 -0.02
C -3.365208 0.486450 -2.958987 1.52 -0.21 3.41
H 2.395652 5.207480 -1.683114 0.24 -0.25 -0.03
H -1.476621 3.171198 0.818137 0.06 0.01 -0.40
C -0.281161 3.962116 -0.882031 1.22 -0.35 -0.04
H 0.895547 -3.686787 3.592515 -0.05 0.20 -0.24
H 1.223396 -3.951991 -1.133396 0.05 0.43 0.18
H -1.598079 -5.767125 -0.528637 0.10 0.28 -0.26
H 3.543258 -1.573771 -4.337050 -0.15 0.19 0.20
C -1.592331 -3.645244 -1.128240 0.17 0.06 0.75
H -0.218966 -5.324059 -1.575868 -0.26 0.05 0.08
Sr -0.999729 0.220159 -0.180867 1.15 0.37 -0.19
H 2.360706 4.924598 0.986553 0.26 -0.12 -0.07
H -2.094445 -3.309728 -3.196747 0.14 0.10 0.17
H 0.385059 4.600425 -2.892833 -0.17 -0.20 0.23
H 3.088747 3.457352 1.657802 0.05 0.07 -0.07
C 1.592643 0.361215 -2.283593 -0.32 1.06 0.65
O 2.469868 0.528012 2.302965 -1.54 1.12 -2.08
C -1.408353 -2.876439 -2.452950 0.03 -0.04 0.01
C 2.356349 -0.009246 -3.423685 0.32 -0.81 -0.61
C -4.307578 0.768442 -5.221096 0.01 -0.10 -0.02
C 1.631518 -1.870046 -1.550474 0.65 -0.29 -0.11
C -4.118952 0.950330 -6.593016 0.12 0.03 0.39
H -1.280837 5.006139 -2.476328 0.16 -0.21 -0.02
H 0.988814 5.754014 -0.582940 -0.42 -0.23 0.17
H 0.557044 -5.723782 2.433798 -0.03 0.05 -0.21
N -3.197371 0.253475 -1.809798 -0.62 0.64 -3.30
H -5.291026 0.540898 -4.811566 0.18 0.07 -0.22
H -0.390614 -2.965214 -2.853506 -0.19 0.07 0.11
N 1.117264 -0.625435 -1.425700 0.10 0.11 -0.03
H 0.440642 -2.101279 2.915650 0.05 -0.19 -0.04
H 1.938317 -3.085312 0.217602 -0.25 0.16 -0.29
H 0.193711 5.160278 0.901540 -0.05 0.05 -0.30
H -2.031256 2.568106 -0.816959 0.24 0.33 0.12
C -1.751227 1.347363 -6.217011 -0.31 -0.07 0.27
H -1.666855 -1.807141 -2.374149 0.13 -0.31 0.05
H -1.852379 -5.457575 -2.243517 0.18 0.04 0.19
C -1.588508 3.419011 -0.254689 0.10 0.22 -0.02
C -1.934806 1.146038 -4.847470 0.10 -0.09 0.15
H -1.413228 -4.399430 3.464932 -0.12 0.10 -0.12
H 4.086893 1.899495 -1.623316 -0.07 0.10 0.20
C -3.056648 -3.504520 -0.672406 -0.10 -0.05 -0.15
H -2.004364 -2.924404 2.672212 0.08 -0.17 -0.03
C -3.215669 0.836758 -4.340705 -0.24 -0.14 -1.07
C -0.430536 0.866932 2.963277 0.27 0.24 3.46
H -3.704740 -3.868798 -1.482871 0.06 0.08 0.19
C 3.083524 4.353990 -1.708046 0.38 0.10 0.12
C -1.277622 -5.128844 -1.362254 -0.28 -0.14 -0.27
H 1.174223 -5.277600 0.839699 -0.23 -0.01 0.11
H 2.969344 3.831495 -2.664587 0.01 0.09 0.21
O -0.118559 0.955842 4.067771 -0.92 -0.23 -3.38
C 0.277071 -5.267980 1.471962 0.08 -0.19 0.31
C 2.591817 -2.197891 -2.502458 -0.61 -0.62 0.76
H 2.544504 0.756779 -4.179933 0.10 -0.29 0.27
C 1.661442 0.772820 1.517332 1.94 -2.24 2.36
H -2.331840 -4.523510 1.960176 0.28 0.15 0.10
H -2.689467 1.318722 -8.163258 -0.03 0.04 0.29
C 2.916128 3.403725 -0.514186 -0.71 0.63 0.22
C 1.383887 1.760333 -2.047765 -1.58 -1.55 -0.83
C 2.893586 -1.280699 -3.511650 -0.28 0.97 -0.10



No. 2
85
Properties=species:S:1:pos:R:3:forces:R:3 method="wB97M-V/def2-TZVPD" orbital_gap_ev=6.888 mol_weight_g_mol=696.8 total_charge=0 total_energy_ha=-1812.99071 spin_multiplicity=1
H 2.287024 -2.406072 1.362979 0.07 0.17 -0.09
H 1.744378 -1.494043 -1.903681 -0.14 -0.24 -0.19
H -2.479776 0.978695 -2.268767 0.53 -0.17 0.43
H 0.728111 3.393828 -2.157381 -0.02 -0.36 -0.26
C -2.808846 -1.428718 -0.645320 0.26 0.58 0.54
H -1.961829 2.531487 0.195176 -0.03 0.08 0.31
C 1.529521 3.676742 0.274622 0.28 0.76 -0.28
H 2.113185 2.309460 -2.289868 -0.22 0.02 0.03
H -1.570074 0.514625 2.110805 0.14 -0.49 0.14
H -0.875707 -0.422080 3.466593 -0.17 0.03 -0.29
C 0.163728 -2.681279 -3.892960 -0.29 0.11 1.21
H 4.912107 2.996437 4.018070 -0.27 -0.17 0.00
H -2.593582 -2.554004 -2.479615 -0.12 0.31 -0.09
H -1.723091 4.006515 4.944938 -0.08 -0.06 -0.25
C 2.861128 3.756373 -0.178299 -0.09 0.35 -0.21
C 2.918960 -1.516984 1.243837 0.00 0.23 -0.10
H -0.312850 4.802312 0.474011 0.38 0.06 -0.15
C -1.668624 0.612484 -1.597305 0.83 -0.83 -1.29
H -0.046657 -3.194995 0.889989 -0.11 0.18 0.54
H -4.001336 3.403386 1.327224 0.20 -0.01 0.17
H 3.236873 3.619664 2.303328 0.07 -0.21 0.07
C 0.717933 4.816359 0.107389 0.39 0.10 -0.14
H 4.619553 0.902774 5.361474 -0.27 0.12 -0.35
H 1.411881 2.999253 -3.749240 0.11 -0.02 0.21
C 1.215723 5.977990 -0.502198 -0.09 -0.23 0.12
C -1.787905 3.675215 3.907465 0.00 -0.05 -0.14
C 3.130400 2.677396 2.836099 0.25 -0.44 0.34
H 1.254284 -2.645815 -0.707509 0.07 0.12 -0.05
H -1.441736 -2.952803 1.991995 0.35 -0.07 -0.13
H 0.854327 -1.976957 -4.376123 -0.54 0.16 0.40
H -0.592470 -3.121445 -4.568518 0.86 -0.39 0.53
N 2.340326 -0.508140 0.345469 -0.31 -0.61 -0.24
H -3.562146 -1.057646 -2.680356 0.02 -0.17 0.19
H 3.155014 0.860191 -1.078597 -0.03 -0.07 0.14
C 1.166960 2.586973 -2.762333 0.28 0.55 -0.30
C -3.966744 -1.123596 0.324322 -0.49 -0.03 0.08
C 3.901661 1.167797 4.577215 -0.19 0.00 -0.11
Si 0.866519 2.132364 1.100033 -0.35 -0.80 -0.29
H -1.567756 2.185997 -3.958338 0.24 -0.10 0.06
H -4.233708 -2.455868 -1.806029 0.13 -0.01 -0.36
H -0.245650 -3.799987 -2.112408 -0.63 0.58 -0.26
H 3.535752 2.904116 -0.032843 -0.28 0.42 -0.12
C 0.172818 -2.877335 -2.538318 0.47 0.87 -0.66
H -2.250715 -1.086237 2.553249 0.18 0.22 -0.01
H 3.089499 -1.087504 2.240945 0.05 -0.19 -0.21
C 0.248060 1.394881 -2.954832 0.29 -0.04 0.17
C -0.679461 1.569617 -4.149970 0.02 0.04 -0.24
C 0.836591 -1.975999 -1.484706 0.66 -2.23 -2.66
C 1.893740 0.672822 3.310467 0.46 -0.12 0.32
H -0.090630 2.070421 -4.925351 -0.25 -0.09 0.01
H 0.303411 3.148080 3.813348 -0.28 -0.02 -0.13
C 2.528041 6.025574 -0.972461 -0.10 -0.20 0.15
C -3.063556 3.330879 1.880840 0.19 0.02 -0.02
C -0.701059 2.751476 1.938884 -0.05 0.33 0.17
C -0.642441 3.185026 3.270142 -0.62 0.11 0.00
C -1.322850 -0.499069 2.458715 0.10 -0.26 -0.20
N -1.789697 -0.378007 -0.737304 0.18 0.17 0.16
H -2.228465 -2.253571 -0.200560 -0.36 0.09 -0.22
H 0.569139 6.851754 -0.590682 0.16 -0.19 -0.03
N -0.394254 -1.186468 1.538938 -0.12 0.08 -0.57
H 4.233613 -0.469409 -0.549825 -0.16 0.48 -0.02
H -3.893207 4.150295 3.711165 0.35 -0.21 -0.20
C 2.794760 0.345468 4.329296 -0.04 0.25 0.04
H -0.976153 0.598169 -4.556709 -0.22 0.10 0.15
H 0.217047 -2.901518 2.654840 -0.18 -0.01 -0.31
H -4.919551 -1.379513 -0.162630 0.17 0.21 0.22
C 2.071508 1.812922 2.521543 0.06 0.24 0.24
H 4.379308 4.926134 -1.164386 -0.22 0.04 0.09
C 3.454409 0.246543 -0.221095 -0.29 -0.12 0.05
N -0.384138 1.007706 -1.703947 -1.43 -0.67 0.47
H 1.063979 -0.001796 3.096184 0.32 0.16 0.04
H -4.022217 -0.072991 0.651136 0.19 -0.38 -0.13
H -3.896926 -1.773302 1.207730 -0.05 0.35 -0.12
C 3.347880 4.907029 -0.810978 -0.07 -0.27 0.20
H 2.919387 6.932534 -1.432920 -0.12 -0.23 0.07
H 2.633274 -0.557185 4.925449 0.09 0.28 -0.17
H 3.903580 -1.814541 0.837928 -0.40 -0.24 0.24
H 3.872988 0.911291 0.553270 0.12 -0.14 -0.21
C -3.001643 3.748244 3.216900 0.11 -0.03 -0.08
Ta 0.343114 -0.406360 -0.173411 0.34 1.92 3.36
C -3.319116 -1.886318 -2.002718 -0.12 -0.37 -0.05
H 0.879837 0.516047 -3.172380 0.03 0.28 -0.36
C -1.917585 2.840331 1.243247 -0.20 0.22 0.50
C -0.403600 -2.638240 1.776985 0.13 0.16 0.07
C 4.061620 2.337585 3.827678 -0.14 -0.02 0.04